The following is a quantum chemistry calculation of C9H12AsCrN3O2S5 as an isolated structure, from the OMol25 dataset.

The geometry in XYZ format:
```
33
Properties=species:S:1:pos:R:3:forces:R:3:mulliken_spin:R:1
Cr 0.6451 1.8596 -0.2795 -0.80 1.48 0.38 3.17
S 3.5477 4.4719 -2.8788 -0.27 -0.35 -0.15 0.01
As 2.8103 3.9717 -0.9787 0.86 1.04 -0.23 0.02
S 2.8606 1.7570 -0.6204 -0.13 -0.21 0.01 -0.11
S 0.5795 4.0656 -0.9070 -0.11 -0.19 0.04 -0.06
S 3.7413 5.0485 0.5588 -0.28 -0.27 0.22 0.02
N -1.5633 1.8205 -0.8275 0.28 0.02 0.03 -0.03
C -2.3919 2.2222 0.3267 -0.08 -0.07 0.12 -0.01
C -2.2829 1.1925 1.4386 0.32 0.19 0.07 0.01
C -0.9516 1.2663 2.2107 -0.46 -0.18 -0.13 0.00
O -0.9112 0.8392 3.3526 0.11 -0.01 -0.11 0.01
O 0.0450 1.7703 1.5674 0.48 -0.03 -0.16 0.00
H -1.6794 2.4954 -1.5770 0.18 0.04 -0.04 0.00
H -1.8948 0.9252 -1.1736 -0.03 -0.03 -0.03 0.00
H -3.4384 2.3444 0.0307 0.03 0.01 -0.04 0.00
H -2.0179 3.1852 0.6754 0.00 0.02 -0.05 0.00
H -2.3602 0.1801 1.0245 -0.08 -0.02 0.03 0.00
H -3.0865 1.3133 2.1626 -0.03 -0.04 -0.01 0.00
N 0.8344 -5.1033 0.5532 0.18 0.34 -0.10 0.00
C 0.3234 -4.4199 -0.4911 -0.30 -1.16 -0.31 0.00
S -0.4247 -5.2353 -1.7248 0.09 0.28 0.22 0.01
C 0.4313 -2.9553 -0.4462 0.16 1.21 0.14 0.01
C 0.1706 -2.1715 -1.5750 0.05 -0.54 0.11 0.00
C 0.2679 -0.8044 -1.4947 0.13 0.39 0.01 0.00
N 0.5970 -0.1484 -0.3706 -0.10 -1.87 -0.04 -0.04
C 0.8712 -0.8891 0.7076 0.05 0.44 0.18 0.02
C 0.7985 -2.2648 0.7116 -0.12 -0.55 -0.17 -0.01
H 0.8350 -6.1064 0.4794 -0.02 -0.01 0.02 0.00
H 1.5032 -4.6742 1.1712 -0.04 -0.03 0.03 0.00
H -0.0968 -2.6548 -2.5025 -0.02 0.04 -0.04 0.00
H 0.1035 -0.1831 -2.3673 -0.03 -0.03 -0.02 0.00
H 1.1413 -0.3396 1.6011 -0.02 0.01 -0.01 -0.01
H 0.9928 -2.7787 1.6428 0.00 0.06 0.02 0.00
```
Positions in Å, forces in eV/Å.

The spin multiplicity is 4. The value obtained for the total energy is -161535.1945 eV. As for the molar mass: 481.5 Da. As for the frontier orbital gap (alpha / beta): 4.03 / 3.92 eV. The LUMO energy (alpha / beta) comes out at 0.299 / 0.201 eV. The expectation value of S² is 3.8127. For the relative energy (zero: lowest compared OMol25 entry of this formula, charge and spin), the calculation gives 16.65 kcal per mole. Its net charge is -1.